(1)
{
  "formula": "C32H29F5N8O4S2Yb",
  "method": "wB97M-V/def2-TZVPD",
  "species": ["S", "N", "F", "H", "H", "C", "N", "H", "H", "N", "C", "C", "F", "C", "C", "O", "H", "H", "H", "H", "H", "H", "N", "H", "C", "C", "C", "C", "C", "F", "H", "C", "H", "N", "C", "O", "F", "C", "C", "F", "C", "C", "C", "C", "C", "C", "C", "H", "H", "N", "H", "C", "H", "H", "N", "C", "C", "H", "N", "H", "H", "C", "Yb", "H", "C", "C", "H", "S", "O", "C", "C", "C", "C", "H", "H", "H", "O", "C", "H", "H", "H"],
  "positions_angstrom": [[0.690, 2.710, -0.541], [1.297, 0.425, -2.953], [2.813, 0.788, 0.458], [-0.350, -3.723, -1.296], [0.103, -3.666, 3.301], [1.109, -5.360, 2.295], [-3.086, -1.263, -1.945], [-3.928, -2.388, 2.119], [-4.208, -2.603, -2.799], [-1.810, 0.275, -0.492], [-1.972, -0.820, -1.220], [-0.181, 2.189, 2.767], [6.034, 4.008, 1.741], [-2.468, 3.585, -1.795], [-3.015, -1.849, 2.325], [-2.574, 2.335, 0.702], [-2.729, 5.629, -5.165], [-0.990, 2.594, 2.114], [3.964, -1.090, -0.441], [3.161, -2.121, -2.335], [-1.569, -3.399, 1.733], [2.202, -6.796, 1.169], [0.579, -1.775, 1.507], [1.697, -0.466, 2.992], [3.482, -1.878, 0.158], [-3.295, -2.463, -2.222], [-2.508, 4.479, -2.963], [-0.842, -0.115, 2.603], [-2.103, 0.253, 3.011], [4.198, 5.956, 1.265], [2.248, 1.105, 2.976], [0.658, -4.045, 2.444], [3.554, -3.712, -1.722], [-0.946, -1.729, -1.152], [1.046, -3.067, 1.461], [-4.287, 0.811, -0.138], [1.882, 5.457, 0.034], [-1.759, -2.329, 2.009], [-3.846, 2.027, -2.895], [5.207, 1.381, 1.354], [3.934, 4.665, 0.922], [2.321, -4.825, 0.326], [1.905, -5.785, 1.234], [1.876, -3.515, 0.389], [-3.879, 2.872, -3.996], [4.420, 2.390, 1.004], [2.254, 3.119, 0.034], [0.715, 2.767, 2.425], [-0.357, 2.396, 3.792], [-3.459, 4.947, -5.144], [4.229, -2.732, 0.249], [-0.663, -1.451, 2.079], [-2.239, 1.252, 3.312], [1.284, 0.734, 4.347], [0.212, 0.823, 2.457], [-3.123, 2.356, -1.776], [4.828, 3.724, 1.205], [-3.506, 4.409, -6.020], [2.329, -2.423, -0.518], [1.840, -3.343, -2.310], [-2.509, -4.503, -2.273], [2.701, 4.411, 0.293], [0.519, -0.127, -0.170], [3.130, -1.517, 1.190], [-2.400, -3.495, -1.939], [2.784, -2.944, -1.823], [3.027, -5.189, -0.417], [-2.998, 1.417, -0.324], [0.124, 0.438, -2.605], [-1.188, -3.016, -1.479], [1.359, 0.509, 3.279], [3.173, 2.141, 0.518], [-3.342, 4.139, -4.017], [-1.819, 5.329, -2.897], [-4.541, 2.701, -4.899], [0.989, -6.053, 3.063], [2.096, 0.058, -2.022], [-3.162, -0.614, 2.874], [-4.193, 1.049, -3.001], [-4.212, -0.317, 3.133], [-1.919, 3.858, -0.959]],
  "forces_ev_per_a": [[-0.1, -0.1, -0.1], [1.0, -0.3, -0.1], [0.1, 1.3, 0.2], [-0.5, 0.7, -0.2], [0.1, -0.5, -0.1], [0.3, 1.2, -0.5], [0.8, 6.0, 2.0], [0.1, -0.5, 0.1], [0.0, -0.5, 0.0], [-0.3, 1.0, -0.3], [-1.5, -4.1, -1.1], [1.1, 1.6, -2.9], [-0.4, -0.1, -0.1], [-0.8, 1.0, -3.2], [-0.1, -0.9, -0.1], [0.4, -0.4, -0.2], [0.3, 0.4, -0.3], [0.5, -0.7, 0.6], [-0.4, -0.1, 0.4], [0.5, 1.3, -1.2], [-0.4, 1.3, -0.1], [0.4, -0.8, -0.1], [0.5, 0.6, -0.4], [-0.1, -0.9, 0.7], [1.1, -0.1, 1.3], [-0.6, -2.6, -1.2], [0.2, -1.7, 3.2], [-0.4, -1.9, -1.0], [0.4, -0.4, -0.1], [0.1, -0.5, -0.3], [-0.7, 0.2, -0.1], [1.3, 0.3, -1.1], [0.0, -0.1, 0.0], [-0.2, 0.5, 0.3], [-1.3, -1.0, 0.3], [0.1, -0.5, -0.1], [0.6, -0.4, 0.2], [0.6, -0.6, -0.1], [0.6, 0.3, -1.4], [0.5, -0.3, 0.2], [-1.9, 3.0, -0.7], [0.2, -0.4, -0.5], [-0.7, 1.6, 0.6], [-0.3, 1.3, 0.0], [-2.4, -0.3, -0.9], [0.2, 0.7, 0.2], [0.7, -0.7, 1.1], [-0.7, -0.1, 0.6], [-0.3, -0.1, 1.2], [-0.4, -0.5, -0.7], [-0.4, 1.0, 0.4], [0.5, -0.1, 0.5], [-0.4, 0.9, 0.5], [-0.6, -0.5, 0.1], [-0.4, 0.3, 0.4], [1.0, 1.9, -0.5], [1.3, -2.4, 0.6], [0.0, 0.5, 0.7], [-0.3, -1.6, 0.4], [1.4, 0.3, 0.1], [-0.2, -0.4, 0.1], [-0.1, 0.0, 0.2], [0.9, 0.0, -0.5], [1.0, -0.4, -1.5], [1.0, 0.7, 0.0], [-2.6, -1.1, 0.9], [-0.2, 0.4, -0.2], [-0.8, -0.4, 0.7], [-0.5, 0.0, 0.4], [0.7, -0.4, 0.5], [2.1, 0.5, -0.6], [-0.9, -0.6, -0.9], [1.8, 0.1, 0.4], [-0.6, -0.1, -0.3], [0.8, -0.6, 1.2], [-0.8, -1.1, 1.3], [-0.7, 0.2, -0.1], [-2.1, 1.1, 0.5], [-1.0, -1.4, 0.0], [1.2, 0.0, -0.2], [1.1, 0.6, 1.3]],
  "homo_lumo_gap_ev": 6.96,
  "spin_multiplicity": 2,
  "total_charge": -1,
  "lumo_ev": 2.4818
}

(2)
{
  "formula": "C42H86N2O24",
  "method": "wB97M-V/def2-TZVPD",
  "species": ["C", "H", "C", "H", "H", "C", "C", "O", "H", "H", "H", "C", "H", "H", "H", "O", "O", "O", "O", "H", "H", "H", "H", "N", "H", "C", "H", "O", "H", "H", "H", "O", "O", "O", "C", "C", "H", "H", "O", "H", "O", "C", "H", "C", "O", "H", "O", "C", "H", "C", "H", "H", "C", "H", "C", "H", "H", "O", "H", "H", "C", "H", "H", "C", "H", "H", "H", "C", "H", "C", "O", "H", "C", "H", "C", "C", "C", "H", "H", "C", "C", "H", "O", "H", "H", "H", "H", "H", "C", "C", "H", "O", "C", "H", "H", "O", "H", "H", "O", "C", "H", "H", "C", "C", "O", "H", "H", "H", "H", "H", "H", "C", "C", "O", "H", "H", "H", "H", "O", "C", "C", "C", "H", "H", "H", "H", "H", "H", "H", "H", "C", "H", "C", "H", "H", "O", "H", "N", "H", "H", "H", "C", "O", "H", "C", "H", "H", "H", "C", "H", "H", "C", "H", "C"],
  "positions_angstrom": [[6.169, 3.038, -3.905], [-2.164, -1.751, 2.334], [0.262, -1.428, 0.397], [-0.811, 2.068, -1.490], [-4.605, 1.701, 4.216], [-4.382, -0.812, -5.744], [3.805, 0.758, -2.044], [-0.361, -0.422, -0.531], [-6.751, -0.536, 1.434], [4.232, -1.870, 3.405], [-3.507, -1.080, -6.336], [1.782, -5.935, -3.201], [6.061, -7.401, 1.068], [-5.779, 2.510, 2.308], [-0.469, 8.257, -3.403], [2.300, -6.729, -2.186], [-1.835, 0.426, 0.888], [-3.858, -0.722, -2.603], [-5.825, 6.072, 0.394], [-4.376, 5.375, -1.403], [0.106, 1.354, 5.011], [1.851, -10.089, -2.102], [0.870, 2.800, -3.033], [2.479, -6.126, 1.704], [0.737, -5.639, 0.615], [-5.066, -1.920, -4.940], [0.029, -4.870, -3.181], [1.812, 3.394, 1.723], [-1.021, 5.182, 1.364], [1.248, -8.961, -0.953], [-0.106, 1.793, 3.225], [-2.097, 0.137, 4.847], [-2.726, 1.904, 3.358], [5.945, -4.220, 1.949], [-6.490, -1.337, 0.742], [1.735, -5.234, 0.781], [5.072, -1.181, 2.049], [-0.550, -1.948, 0.905], [1.623, 5.648, -3.772], [-5.371, -2.743, -5.587], [3.977, -3.283, 1.301], [6.319, 4.522, -3.463], [-7.252, 6.140, 1.987], [-0.128, 7.295, -3.786], [1.895, -6.116, -4.365], [-3.090, -2.809, -1.068], [5.668, 1.981, -1.352], [5.898, -5.224, 0.969], [-2.270, 1.064, -1.925], [-2.757, -2.485, 2.878], [0.689, -2.267, -0.152], [6.254, 3.061, -4.991], [-2.880, -2.856, -2.136], [0.903, 4.828, 2.973], [-4.798, 4.419, -1.093], [-1.850, -2.668, -2.438], [-5.938, -1.447, -4.487], [4.914, 2.390, -3.442], [-5.921, -0.967, -0.111], [1.723, 7.340, -2.577], [1.329, 7.053, -3.552], [-3.017, -3.693, 1.089], [7.130, -6.449, 2.068], [-6.020, 4.913, -0.255], [-4.096, -4.145, 2.348], [0.747, -8.969, -2.750], [1.499, 5.428, 1.494], [0.976, -4.781, -2.648], [3.239, 1.029, -1.152], [1.534, -9.051, -2.001], [2.776, -7.157, 1.132], [2.299, -5.146, -0.148], [-1.313, 0.376, -0.196], [4.249, -0.224, -1.877], [2.678, -8.090, -2.364], [-4.693, 2.596, 2.302], [-4.108, 1.568, 3.255], [0.922, 0.220, 1.667], [3.173, 1.593, 1.179], [-3.623, -3.275, 1.893], [-1.672, 1.505, -1.128], [5.640, 5.076, -4.112], [-6.452, -3.310, 1.973], [5.929, 4.598, -2.447], [-4.422, 3.614, 2.584], [-5.710, 8.540, 1.128], [-5.058, -0.423, -6.505], [5.090, -5.295, 0.241], [-6.263, 7.964, 1.869], [6.104, -6.519, 1.708], [1.774, -4.189, 1.089], [2.642, -5.903, 2.873], [-6.845, 6.730, 1.165], [4.692, 2.406, 1.625], [3.505, -8.313, -1.690], [0.989, 5.112, -1.582], [7.011, 2.431, -3.570], [-2.341, 2.159, -0.569], [1.255, -2.366, 4.246], [3.108, -3.015, 5.413], [-4.141, 3.892, -0.402], [-0.753, 6.671, -3.147], [4.902, 1.735, -2.227], [-3.616, -1.900, -2.920], [2.411, -0.843, 5.101], [-3.194, -3.859, -2.424], [1.429, -3.801, -2.501], [-7.385, -1.832, 0.366], [-4.504, 2.541, 1.230], [3.188, -8.380, -3.283], [3.119, 0.868, -2.884], [-1.854, 1.194, 4.175], [1.426, 4.862, -2.718], [-7.097, 4.305, -0.305], [-4.058, -0.092, -4.992], [-2.041, -3.122, 3.397], [5.427, -6.790, 2.517], [0.633, -5.065, -1.653], [2.870, 3.564, 3.651], [4.989, -3.240, 1.944], [3.717, 2.080, 1.988], [1.788, 3.387, -3.018], [3.046, -3.078, 6.499], [-0.820, 3.571, 2.026], [-0.267, 4.053, 0.364], [2.996, -4.023, 5.014], [4.129, -2.670, 5.246], [-7.687, 6.821, 0.479], [-3.329, -1.933, 3.623], [6.105, -1.959, 3.244], [-5.717, -2.408, 1.505], [-5.159, 3.854, -1.953], [1.029, 4.546, 1.928], [6.766, -4.994, 0.352], [3.729, 1.234, 2.675], [-4.219, -2.507, -3.993], [2.297, 3.377, -3.982], [2.137, -2.035, 4.988], [-0.464, 7.286, -4.823], [-0.443, 2.946, 4.365], [7.223, 5.106, -3.637], [-0.480, 1.863, 4.246], [-4.452, -2.366, 1.224], [-4.215, 0.544, 2.898], [2.770, 3.151, 2.519], [2.062, 7.383, -4.289], [2.442, 2.967, -2.254], [1.711, -1.298, 2.056], [1.311, -0.702, 1.236], [-7.043, 8.499, 2.411], [2.056, -0.403, 0.498], [5.118, -1.987, 2.781], [-5.527, 7.678, 2.621], [-0.338, 4.334, 1.415]],
  "forces_ev_per_a": [[1.0, 0.5, 0.8], [-0.1, 0.2, 0.0], [-1.3, 0.7, 0.5], [0.0, -0.2, -0.1], [0.2, -0.3, 0.2], [0.3, -0.1, 0.1], [-0.8, 0.4, -0.5], [2.5, -2.6, -1.4], [-0.1, 0.2, -0.2], [0.5, -0.1, 0.1], [0.2, -0.6, 0.3], [0.5, 0.0, 1.5], [0.1, 0.2, -0.4], [-0.2, 0.1, 0.4], [0.5, 0.5, -0.1], [-0.5, 0.7, -0.7], [-0.3, -1.2, 1.2], [0.9, -2.4, -0.9], [1.1, -0.3, 0.3], [0.7, -0.3, -0.2], [0.1, 0.1, -0.4], [0.4, 0.0, -0.1], [0.0, 0.1, -0.1], [-0.9, -0.6, -1.4], [0.2, 0.0, 0.2], [0.1, 1.2, -1.2], [0.2, 1.0, -0.6], [-2.0, 0.7, -2.6], [0.5, 0.4, 0.6], [-0.4, 0.4, -0.2], [0.6, -0.6, 0.0], [0.2, 4.1, -3.1], [1.8, -1.0, 1.6], [-1.4, 2.8, 0.8], [0.4, 0.0, 0.2], [0.4, 1.9, -0.3], [0.1, 0.1, 0.0], [-0.1, 0.6, 0.6], [-0.4, -0.5, 1.4], [-0.1, 0.0, 0.2], [-0.5, -1.1, -1.1], [-1.8, -0.4, -0.2], [0.3, -0.9, -0.2], [-1.0, 1.1, 0.5], [0.4, -0.8, -1.0], [0.4, 0.7, -0.1], [1.2, 0.3, 0.6], [0.5, -1.3, -0.9], [0.2, 0.2, -0.4], [0.3, -0.2, -0.3], [0.3, 0.6, -0.9], [-0.9, -0.6, 0.0], [0.7, -1.5, 0.3], [0.6, -0.5, 0.3], [-1.3, 1.8, 1.3], [0.4, -0.4, 0.6], [-0.1, -0.3, 0.3], [0.8, -0.1, -0.6], [0.1, 0.3, 0.2], [-0.5, 0.0, 0.1], [1.2, -0.6, -0.7], [0.4, -0.1, 0.1], [-0.1, -0.4, 0.5], [-2.2, -1.8, -1.1], [-0.7, 0.4, 0.0], [-0.5, 0.3, 0.5], [0.3, -0.3, -0.4], [-0.9, -1.2, 1.4], [0.2, 0.0, 0.1], [0.6, 0.0, -0.7], [0.7, -0.7, 0.4], [-0.1, -0.9, 0.0], [-0.9, 2.7, 1.7], [-0.3, -0.1, -0.3], [0.6, -1.5, 0.5], [-0.9, 0.2, -0.4], [0.1, 0.3, -0.7], [-0.3, -0.1, 0.0], [0.3, 0.3, -0.6], [2.1, -0.7, 0.6], [-0.3, -0.5, -0.6], [-0.5, 0.1, 0.2], [3.4, 1.5, 0.2], [0.4, 0.3, 0.1], [0.0, 0.0, 0.3], [-0.3, 0.6, 0.2], [-0.3, 0.4, 0.4], [-0.7, 0.7, 0.7], [0.3, -0.6, -1.0], [0.9, -0.9, -0.2], [-0.5, -0.3, 0.8], [0.2, 0.6, 0.4], [-0.6, -0.4, 0.6], [-0.1, 0.1, 0.4], [-0.1, 0.6, 0.6], [0.8, 0.9, -2.7], [-0.1, 0.0, 0.3], [0.2, 0.0, 0.0], [-1.5, -1.5, 0.0], [1.3, -1.2, 2.1], [0.2, -0.1, -0.4], [0.2, -0.7, -0.3], [0.3, 1.2, -0.7], [-4.0, 3.5, -0.6], [0.4, -0.3, 1.4], [0.4, 0.0, -0.3], [0.0, -0.1, -0.9], [0.0, 0.2, 0.2], [0.8, -0.7, 0.1], [-0.8, 0.7, -0.8], [0.1, -0.8, 0.0], [-1.2, -2.0, 2.2], [-0.5, -2.6, 2.5], [1.9, 1.5, 0.7], [-0.2, 0.5, -0.4], [-0.1, -0.2, 0.1], [-0.2, 0.7, 0.0], [0.3, 0.0, 0.2], [0.0, 0.7, -0.1], [-0.5, 0.0, 0.2], [-1.3, -0.8, -0.7], [0.1, 1.2, -0.5], [-0.2, 0.0, 0.1], [-0.2, -0.2, -0.4], [-0.1, -0.5, 0.0], [-0.6, 0.4, -0.4], [-0.4, 0.3, -0.3], [0.0, 0.8, 0.1], [-0.2, -0.2, 0.0], [-0.3, 0.3, 0.6], [-5.5, -1.4, -1.7], [0.1, -0.1, 0.4], [-0.7, 2.3, 1.2], [0.2, -0.4, -0.1], [0.7, 0.5, 0.6], [1.5, -0.8, 1.3], [-0.1, -0.5, 0.0], [0.8, 2.2, -2.8], [0.3, -0.5, 0.0], [-0.6, 0.0, 0.5], [0.6, -1.0, 0.3], [-0.7, -0.3, -0.7], [0.2, -0.1, 0.7], [0.0, 0.0, 0.0], [3.0, -1.9, 2.9], [-0.7, 1.2, -0.2], [-0.2, 0.4, 0.0], [0.1, -0.1, -0.3], [-0.6, 0.1, -0.6], [0.0, 0.2, -0.4], [0.5, -0.1, 0.4], [1.5, -0.6, -0.5], [0.0, -0.3, 0.0], [-0.9, -0.8, -1.3]],
  "homo_lumo_gap_ev": 9.71,
  "spin_multiplicity": 1,
  "lumo_ev": 0.0051,
  "smiles": "C[N+](=O)[O-].C[N+](=O)[O-].CCOC(C)=O.CCOC(C)=O.CCOC(C)=O.CCOC(C)=O.CCOC(C)=O.CCOC(C)=O.CCOC(C)=O.CCOC(C)=O.CCOC(C)=O.CCOC(C)=O"
}

(3)
{
  "formula": "CH2BrN3",
  "method": "wB97M-V/def2-TZVPD",
  "species": ["H", "N", "N", "C", "H", "N", "Br"],
  "positions_angstrom": [[-1.157, 1.404, 0.359], [-0.674, 0.623, -0.094], [2.636, -0.555, -0.044], [1.566, -0.086, 0.002], [-1.085, 0.341, -1.026], [0.454, 0.398, 0.459], [-1.740, -2.127, 0.343]],
  "forces_ev_per_a": [[-0.1, -0.8, -0.1], [-2.3, 0.2, -1.4], [-0.3, 0.2, -0.5], [0.4, -1.1, 0.0], [1.4, 0.1, 1.1], [1.0, 1.0, 0.9], [0.0, 0.3, -0.1]],
  "homo_lumo_gap_ev": [9.23, 5.61],
  "spin_multiplicity": 1,
  "e_above_lowest_kcal_mol": 92.1,
  "lumo_ev": [-1.5178, -3.5209]
}

Computed maximum force (Eh/bohr) in order:
0.124; 0.116; 0.053